# 1
{"formula": "C7H20I2InNO5PSSi2", "method": "ωB97M-V with the def2-TZVPD basis set", "species": ["C", "C", "I", "C", "I", "Si", "C", "C", "C", "C", "S", "O", "O", "O", "O", "Si", "P", "N", "O", "H", "H", "H", "H", "H", "H", "H", "H", "H", "H", "H", "H", "H", "H", "H", "H", "H", "H", "H", "H", "In"], "xyz": [[0.794, 2.029, 1.023], [-0.021, 2.312, -0.240], [-0.235, 4.511, -0.269], [0.648, 1.891, -1.550], [0.017, 3.063, -3.229], [0.519, 0.058, -2.143], [-1.033, -0.848, -1.678], [-2.347, -0.009, -1.750], [-3.323, -0.515, -0.694], [-2.931, -0.055, 0.716], [-2.990, -1.337, 1.952], [-3.048, -0.710, 3.220], [-3.934, -2.324, 1.620], [-1.519, -1.995, 1.789], [1.970, -0.803, -1.811], [2.363, -1.806, -0.630], [4.051, -0.968, 0.819], [5.408, -1.853, 0.712], [3.599, -1.168, 2.300], [0.385, 1.159, 1.538], [0.635, 2.881, 1.698], [1.859, 1.968, 0.830], [-1.041, 1.977, -0.134], [1.707, 2.117, -1.454], [0.532, 0.173, -3.610], [-1.136, -1.638, -2.418], [-1.009, -1.362, -0.717], [-2.198, 1.064, -1.659], [-2.814, -0.204, -2.708], [-3.363, -1.601, -0.715], [-4.335, -0.186, -0.895], [-3.636, 0.685, 1.077], [-1.917, 0.336, 0.774], [-0.895, -1.291, 1.615], [1.311, -2.255, 0.311], [3.075, -2.966, -1.184], [5.652, -2.271, 1.620], [6.229, -1.335, 0.371], [2.642, -1.325, 2.403], [0.329, 4.599, 3.100]], "atomic_forces_ev_per_a": [[-0.8, 0.1, 0.0], [0.5, 0.9, -0.4], [-0.2, 0.1, 0.3], [0.1, -0.6, 0.5], [-0.1, -0.4, -0.4], [-0.8, 0.7, -1.2], [0.0, 0.3, 0.3], [-0.1, -0.7, 0.0], [0.2, 0.1, 0.3], [-0.4, -0.4, -0.2], [-0.5, 0.4, 0.5], [0.5, 0.6, 0.5], [-0.2, -0.7, -0.6], [0.0, -0.6, -0.5], [-0.1, 0.3, 1.4], [-1.5, -1.3, -2.7], [1.1, -0.6, 0.8], [0.2, 1.7, 1.0], [-0.4, -0.2, -0.5], [0.3, -0.3, 0.1], [0.3, -0.9, -0.2], [0.2, -0.1, 0.0], [-0.2, 0.0, -0.1], [0.2, 0.2, -0.1], [0.3, -0.1, 0.0], [0.2, -0.3, -0.1], [0.2, -0.1, 0.2], [0.0, 0.2, -0.1], [0.1, 0.3, -0.3], [0.0, -0.2, -0.1], [-0.1, 0.1, -0.1], [0.1, 0.3, 0.2], [0.1, 0.3, 0.0], [0.2, 0.3, 0.2], [0.2, 0.6, 0.5], [0.5, 0.2, 0.3], [0.1, -0.3, -0.1], [0.1, -0.7, -0.8], [-0.1, 0.2, 0.6], [-0.2, 0.8, 0.5]], "lowdin_charge": [-0.20, -0.78, 0.89, -0.87, 1.03, 0.52, -0.24, -0.22, -0.19, -0.22, 0.58, -0.25, -0.20, -0.17, -0.38, 0.59, 0.96, -0.02, -0.15, 0.08, -0.20, 0.08, 0.04, 0.04, 0.02, 0.10, 0.05, 0.08, 0.13, 0.12, 0.13, 0.12, 0.06, 0.03, 0.01, 0.02, 0.13, 0.13, 0.11, 1.01], "lumo_energy_ev": -14.75, "charge": 3, "homo_energy_ha": -0.6205, "max_force_ha_per_bohr": 0.0655, "e_tot_ha": -2812.61420}


# 2
{"formula": "C7H20N2O5P2S", "method": "ωB97M-V with the def2-TZVPD basis set", "species": ["O", "P", "C", "C", "N", "P", "O", "C", "C", "S", "O", "O", "C", "N", "H", "H", "H", "H", "H", "H", "H", "H", "H", "H", "H", "H", "H", "H", "H", "C", "C", "O", "H", "H", "H", "H", "H"], "xyz": [[-3.044, 0.275, 1.534], [-2.546, 0.761, 0.215], [-1.561, -0.532, -0.600], [-1.395, -1.704, 0.323], [-0.640, -1.236, 1.526], [-0.171, -2.671, 2.503], [0.972, -3.335, 1.923], [0.573, -0.364, 1.195], [0.517, 0.997, 1.880], [0.398, 0.932, 3.653], [0.136, 2.229, 4.143], [1.516, 0.205, 4.129], [0.850, -0.235, -0.302], [-0.329, 0.020, -1.140], [-1.738, 1.903, 0.281], [-3.588, 1.109, -0.656], [-2.149, -0.890, -1.440], [-2.365, -2.061, 0.647], [-0.870, -2.527, -0.148], [-1.324, -0.689, 2.081], [-0.033, -2.182, 3.810], [-1.344, -3.434, 2.447], [1.428, -0.867, 1.631], [1.496, 1.430, 1.716], [-0.236, 1.664, 1.489], [-0.694, 0.156, 3.905], [1.519, 0.616, -0.392], [1.418, -1.083, -0.667], [-0.127, -0.434, -2.045], [2.023, 1.591, -4.871], [1.300, 1.384, -3.529], [0.821, 0.128, -3.386], [1.342, 1.410, -5.705], [2.402, 2.619, -4.964], [2.872, 0.912, -4.961], [0.528, 2.196, -3.479], [2.041, 1.708, -2.744]], "atomic_forces_ev_per_a": [[0.2, -0.1, 0.8], [-0.6, 0.0, -0.1], [0.5, 0.2, -0.7], [-0.4, -0.1, -0.1], [0.0, -0.4, 0.9], [-0.4, -0.2, 0.2], [1.1, -0.4, -0.5], [0.6, 0.1, 0.2], [-0.5, -0.6, 0.0], [-0.2, 0.2, -0.4], [-0.5, 1.1, 0.3], [1.0, -1.2, 0.3], [-0.4, 0.3, -0.2], [-0.7, -0.7, 1.3], [0.0, 0.0, -0.3], [0.1, 0.1, -0.2], [-0.2, 0.0, -0.3], [-0.1, -0.1, 0.3], [0.4, 0.0, -0.1], [-0.3, 0.2, -0.4], [-0.2, 0.3, -0.1], [-0.3, 0.4, 0.1], [0.2, -0.3, 0.0], [0.2, 0.3, 0.1], [-0.2, 0.2, 0.0], [-0.2, 0.1, -0.2], [0.2, 0.1, -0.1], [0.0, -0.4, 0.0], [0.7, 1.3, -1.0], [0.1, 0.3, 0.1], [0.1, 0.2, -0.2], [0.0, -0.7, 0.0], [0.0, -0.1, 0.0], [0.0, 0.0, 0.0], [0.0, -0.1, 0.0], [-0.1, -0.2, 0.0], [0.0, -0.2, 0.1]], "lowdin_charge": [-0.44, 0.80, -0.43, -0.16, -0.17, 0.77, -0.32, -0.28, -0.20, 0.63, -0.29, -0.32, -0.14, -0.04, 0.02, 0.03, 0.14, 0.12, 0.14, 0.09, 0.04, 0.05, 0.13, 0.13, 0.07, 0.07, 0.12, 0.14, 0.07, -0.14, -0.57, -0.35, 0.05, 0.05, 0.05, 0.08, 0.07], "lumo_energy_ev": -0.79, "homo_energy_ha": -0.2154, "max_force_ha_per_bohr": 0.0348, "e_tot_ha": -1845.14037}


# 3
{"formula": "C7H20N4O2P", "method": "ωB97M-V with the def2-TZVPD basis set", "species": ["N", "P", "O", "C", "C", "N", "C", "C", "N", "H", "H", "H", "H", "H", "H", "H", "H", "H", "H", "H", "H", "H", "C", "C", "O", "N", "C", "H", "H", "H", "H", "H", "H", "H"], "xyz": [[-3.070, 0.159, -3.929], [-2.289, 1.552, -3.429], [-0.819, 1.610, -4.188], [-1.702, 0.941, -1.719], [-1.643, -0.554, -1.365], [-0.367, -1.165, -1.710], [0.713, -0.452, -1.032], [0.854, 0.873, -1.736], [-0.392, 1.663, -1.417], [-3.702, 0.301, -4.706], [-2.550, -0.707, -4.033], [-0.532, 0.791, -4.612], [-2.414, 1.394, -1.027], [-1.894, -0.668, -0.303], [-2.436, -1.040, -1.931], [-0.380, -2.136, -1.422], [1.644, -1.014, -1.062], [0.453, -0.247, 0.016], [1.710, 1.471, -1.432], [0.859, 0.739, -2.813], [-0.368, 2.543, -1.938], [-0.372, 1.894, -0.422], [1.289, 0.840, 3.924], [0.893, -0.321, 3.047], [0.129, -0.172, 2.092], [1.390, -1.538, 3.347], [2.274, -1.901, 4.439], [0.795, 1.731, 3.550], [0.982, 0.673, 4.957], [2.369, 0.994, 3.918], [1.056, -2.278, 2.748], [3.195, -2.345, 4.062], [1.792, -2.613, 5.109], [2.535, -1.019, 5.015]], "atomic_forces_ev_per_a": [[0.2, 0.2, -0.3], [0.1, -0.2, 0.1], [-0.1, 0.0, -0.1], [0.0, 0.0, -0.1], [-0.1, 0.1, 0.0], [0.0, 0.1, -0.1], [-0.2, 0.1, 0.1], [-0.1, 0.0, -0.2], [0.0, -0.1, 0.1], [-0.1, -0.1, 0.1], [-0.1, 0.0, 0.1], [0.0, 0.0, 0.0], [-0.1, 0.0, -0.1], [0.2, 0.0, 0.1], [-0.1, 0.0, 0.1], [0.0, 0.0, -0.1], [0.0, 0.0, -0.1], [0.3, -0.2, 0.1], [0.0, 0.0, 0.1], [0.1, 0.1, 0.1], [0.0, 0.0, 0.0], [0.1, 0.0, 0.0], [0.0, 0.0, 0.0], [0.0, 0.0, 0.1], [0.0, 0.1, -0.1], [0.0, 0.0, 0.0], [0.0, 0.0, 0.0], [0.0, 0.0, 0.0], [0.0, 0.0, 0.0], [0.0, 0.0, 0.0], [0.0, 0.0, 0.0], [0.0, 0.0, 0.0], [0.0, 0.0, 0.0], [0.0, 0.0, 0.0]], "lowdin_charge": [-0.17, 0.86, -0.33, -0.34, -0.21, -0.05, -0.20, -0.10, 0.05, 0.05, 0.06, 0.06, 0.11, 0.13, 0.10, 0.12, 0.14, 0.08, 0.14, 0.11, 0.15, 0.18, 0.00, -0.53, -0.02, 0.02, -0.06, 0.08, 0.09, 0.09, 0.14, 0.09, 0.09, 0.07], "lumo_energy_ev": -2.50, "charge": 1, "homo_energy_ha": -0.4527, "max_force_ha_per_bohr": 0.0072, "e_tot_ha": -989.39654}


# 4
{"formula": "C7H20O2Si2", "method": "ωB97M-V with the def2-TZVPD basis set", "species": ["C", "C", "C", "C", "C", "C", "C", "O", "O", "Si", "Si", "H", "H", "H", "H", "H", "H", "H", "H", "H", "H", "H", "H", "H", "H", "H", "H", "H", "H", "H", "H"], "xyz": [[0.558, -2.941, -1.411], [1.895, -0.208, 2.384], [2.505, 2.090, -1.369], [-1.485, 2.638, 0.949], [-2.469, -0.302, 1.298], [-1.821, 0.934, -1.591], [1.692, -1.928, -1.029], [1.741, 0.596, 1.291], [1.496, 1.174, -1.267], [-1.339, 0.835, 0.241], [0.906, 0.252, -0.039], [-0.057, -2.430, -2.184], [0.714, -3.849, -1.945], [-0.013, -3.278, -0.462], [2.683, -0.950, 2.426], [0.874, -0.724, 2.572], [1.978, 0.458, 3.240], [3.480, 1.582, -1.567], [2.597, 2.629, -0.490], [2.248, 2.733, -2.132], [-2.370, 3.281, 0.799], [-1.535, 2.367, 2.028], [-0.561, 3.150, 0.996], [-2.069, -1.123, 1.828], [-3.107, 0.244, 2.051], [-3.274, -0.739, 0.681], [-2.060, -0.121, -1.976], [-2.880, 1.293, -1.818], [-1.150, 1.371, -2.187], [1.938, -1.539, -2.033], [2.515, -2.225, -0.328]], "atomic_forces_ev_per_a": [[-1.2, 1.1, 2.2], [-2.9, -0.7, 2.3], [1.8, -1.8, 0.0], [-0.5, -1.8, 1.8], [-1.9, 1.2, -0.3], [-5.2, -3.7, 1.6], [-1.6, 1.3, 0.2], [1.5, 0.8, -0.7], [-1.9, -1.3, 0.4], [-1.1, 1.1, -0.5], [0.8, -2.6, -2.5], [-0.3, 0.0, 1.1], [1.4, -1.0, -0.2], [0.4, 0.8, -1.7], [0.3, 0.0, -0.6], [1.6, 0.2, -0.1], [0.4, -0.1, 0.3], [-0.5, 0.4, -0.1], [0.4, 1.3, 1.9], [-0.2, 1.5, -1.9], [0.5, -0.4, -0.5], [-0.3, 0.1, -0.2], [0.9, 1.0, -0.8], [0.9, -0.8, 0.5], [1.0, 0.0, -0.6], [0.4, 0.0, -0.3], [1.1, 1.0, 0.4], [1.3, 0.5, 0.7], [2.6, 1.8, -2.3], [1.0, 0.3, 0.9], [-0.7, 0.0, -1.0]], "lowdin_charge": [-0.23, -0.18, -0.15, -0.20, -0.21, -0.23, -0.19, -0.28, -0.28, 0.54, 0.53, 0.05, 0.03, 0.08, 0.08, 0.10, 0.08, 0.11, 0.06, 0.06, 0.04, 0.02, -0.01, -0.01, 0.04, 0.03, 0.05, 0.05, -0.05, 0.02, 0.03], "lumo_energy_ev": 0.80, "homo_energy_ha": -0.2859, "max_force_ha_per_bohr": 0.1283, "e_tot_ha": -1008.13097}